Record 1
The following is a quantum chemistry calculation of a cluster of 2 separate species, C16H35N2O2 in total, from the Open Molecules 2025 dataset.

Structure (XYZ):
```
55
Properties=species:S:1:pos:R:3
O -1.520 2.720 -3.178
O 1.736 0.930 0.736
N -0.880 3.384 -0.447
N -0.780 -2.337 0.960
C -2.669 3.326 -3.745
C 2.410 1.399 1.895
C -0.675 -3.524 0.101
C -1.672 -1.008 2.681
C 1.190 -4.982 1.142
C -1.578 5.463 -1.512
C -1.313 -2.451 2.342
C -0.473 -1.120 0.650
C 0.756 -4.060 -0.016
C -0.067 -0.676 -0.712
C -0.659 -0.228 1.836
C -0.571 4.320 -1.535
C 2.307 -0.230 0.172
C 1.448 -0.617 -1.012
C 2.092 -4.293 2.174
C -0.452 3.601 -2.883
H -1.409 6.091 -0.639
H -1.103 -3.282 -0.872
H -0.138 2.689 -0.399
H 1.520 -3.771 2.945
H -1.493 6.085 -2.404
H 2.716 -5.025 2.687
H -2.702 -0.797 2.395
H 0.418 4.741 -1.331
H -0.314 4.320 -3.700
H -0.900 0.799 1.576
H 0.303 -5.375 1.646
H -1.567 -0.796 3.742
H 2.774 0.564 2.506
H -2.173 -3.117 2.323
H -3.189 2.562 -4.321
H 2.769 -3.583 1.694
H -0.548 -2.867 3.001
H -1.318 -4.279 0.554
H -0.495 0.316 -0.862
H 1.588 0.140 -1.784
H 3.262 2.028 1.622
H -2.602 5.092 -1.451
H 1.436 -3.207 -0.054
H 1.790 -1.563 -1.434
H -3.350 3.711 -2.982
H 1.733 -5.828 0.721
H 0.312 -0.240 2.349
H 1.700 1.984 2.479
H -2.391 4.144 -4.416
H 0.841 -4.572 -0.976
H 0.439 2.967 -2.850
H -0.530 -1.347 -1.438
H 2.377 -1.039 0.919
H -1.716 2.872 -0.718
H 3.328 -0.032 -0.178
```

Results
frontier orbital gap: 8.196 eV
energy above the lowest of the compared OMol25 structures with the same formula, charge and spin: 0.0 kcal/mol
charge: +1
E_tot: -890.3716 Eh

Record 2
The following is a quantum chemistry calculation of a cluster of 7 separate species, C16H35N4O9 in total, from the Open Molecules 2025 dataset.

Structure (XYZ):
```
64
Properties=species:S:1:pos:R:3
O -24.459 22.833 -24.178
O -23.248 32.716 -26.333
O -30.442 32.133 -22.275
O -28.386 31.314 -22.648
O -25.364 33.843 -17.530
O -26.670 27.224 -28.686
O -28.459 28.382 -29.179
O -23.861 28.321 -24.082
O -19.405 27.375 -26.070
N -22.150 34.549 -26.777
N -25.384 31.722 -17.625
N -25.576 21.833 -25.816
N -18.504 25.519 -25.561
C -24.923 32.845 -18.036
C -29.772 26.871 -30.307
C -22.098 32.879 -28.598
C -29.179 32.253 -22.692
C -28.850 33.739 -22.948
C -23.802 32.737 -19.075
C -18.540 26.569 -26.269
C -23.194 21.378 -25.578
C -30.899 33.458 -21.876
C -22.552 33.343 -27.161
C -17.499 26.911 -27.332
C -29.730 28.354 -29.877
C -27.764 27.232 -29.141
C -24.478 22.126 -25.203
C -29.622 34.392 -21.907
C -28.499 26.181 -29.885
H -29.201 33.964 -23.955
H -22.488 34.857 -25.876
H -18.182 24.657 -25.978
H -26.151 31.710 -16.968
H -22.801 32.695 -18.645
H -18.027 26.992 -28.282
H -16.809 26.077 -27.462
H -21.614 33.580 -29.278
H -23.977 31.998 -19.857
H -21.215 32.240 -28.578
H -27.831 34.103 -22.814
H -25.115 30.868 -18.091
H -31.614 33.849 -22.601
H -26.304 22.445 -25.476
H -30.052 26.812 -31.359
H -24.186 29.201 -24.283
H -22.978 32.543 -29.146
H -17.046 27.902 -27.283
H -25.756 20.923 -26.215
H -22.027 35.222 -27.519
H -30.013 35.399 -22.054
H -24.234 27.667 -24.679
H -29.817 29.206 -30.553
H -31.431 33.297 -20.939
H -19.062 25.576 -24.721
H -28.010 25.799 -30.781
H -30.676 26.580 -29.771
H -28.950 25.382 -29.297
H -24.018 33.661 -19.611
H -30.586 28.591 -29.246
H -22.923 28.328 -24.289
H -22.715 21.757 -26.480
H -22.489 21.336 -24.748
H -23.395 20.329 -25.796
H -29.194 34.350 -20.905
```

Results
frontier orbital gap: 6.996 eV
energy above the lowest of the compared OMol25 structures with the same formula, charge and spin: 51.3 kcal/mol
charge: +1
E_tot: -1526.5212 Eh

Record 3
The following is a quantum chemistry calculation of a cluster of 4 separate species, C16H36ClN2O5P2 in total, from the Open Molecules 2025 dataset.

Structure (XYZ):
```
62
Properties=species:S:1:pos:R:3
Cl -2.696 -4.492 2.933
P -3.852 -1.168 -1.103
P -3.520 -3.514 1.348
O 1.164 2.623 -0.995
O 3.491 -3.137 -2.184
O -2.345 2.561 4.701
O -4.053 0.093 -1.824
O -2.870 -4.260 0.057
N -1.070 0.320 1.177
N -1.941 0.090 0.222
C -2.455 -1.973 1.344
C 0.682 1.413 -1.546
C 4.637 -2.604 -2.832
C -2.245 3.817 2.578
C -0.840 -0.470 2.212
C 3.977 -5.507 -2.660
C -2.706 2.584 3.338
C 2.994 -4.351 -2.722
C 2.085 3.536 -3.089
C -4.397 3.634 5.551
C -2.636 -1.023 0.299
C 2.310 3.182 -1.632
C 4.412 -2.249 -4.292
C -1.537 -1.665 2.313
C -2.880 3.613 5.499
C 1.663 0.254 -1.471
H 3.540 -1.602 -4.399
H -2.493 4.580 5.162
H 2.645 -4.203 -3.750
H 1.947 2.653 -3.714
H -2.776 4.712 2.899
H -0.114 -0.139 2.945
H -2.432 3.695 1.509
H -1.956 -4.027 -0.154
H -4.967 -1.693 -0.432
H -2.474 3.438 6.494
H 0.328 1.551 -2.572
H -4.840 3.897 4.589
H -1.348 -2.321 3.151
H -1.178 3.988 2.734
H 1.203 4.169 -3.197
H 3.169 2.511 -1.525
H 5.487 -3.286 -2.731
H 2.048 0.132 -0.455
H -3.786 2.439 3.212
H 2.950 4.077 -3.473
H -2.218 1.700 2.923
H 2.115 -4.585 -2.118
H -0.553 1.196 1.082
H 4.884 -1.705 -2.266
H 2.535 4.080 -1.058
H 2.521 0.400 -2.127
H -4.783 2.658 5.848
H 3.485 -6.430 -2.966
H -4.729 4.375 6.277
H 4.829 -5.354 -3.323
H -0.189 1.183 -0.937
H 4.254 -3.132 -4.911
H 1.180 -0.675 -1.778
H 4.356 -5.631 -1.646
H 5.284 -1.726 -4.684
H -3.294 -2.229 -1.830
```

Results
frontier orbital gap: 6.234 eV
charge: +1
E_tot: -2259.5515 Eh